Density functional theory data (ωB97M-V/def2-TZVPD) for a 2-piece molecular cluster, C5H14OS2 overall.

Summary:
Total energy   -29129.527 eV
Structure (SMILES)   CCCSSCC.O
Kohn-Sham gap   9.3 eV
HOMO   -8.6106 eV
Multiplicity   1

Bonds (Å) are listed after each position.
Atoms and positions in Å:
1 S 0.9770 1.3277 0.7795  S2 2.090, C4 1.805
2 S 1.6965 -0.4318 1.6476  S1 2.090, C7 1.832
3 O 2.3235 0.4376 -2.4427  H11 0.962, H15 0.961
4 C -0.8263 1.4008 0.7689  S1 1.805, C6 1.557, H13 1.108, H17 1.111
5 C 1.7628 -3.1442 1.1593  C7 1.508, H10 1.103, H19 1.164, H22 1.084
6 C -1.5154 1.7837 -0.5733  C4 1.557, C8 1.513, H9 1.089, H20 1.125
7 C 1.5222 -1.8245 0.4710  S2 1.832, C5 1.508, H12 1.063, H14 1.117
8 C -3.0068 1.6488 -0.3594  C6 1.513, H16 1.159, H18 1.094, H21 1.076
9 H -1.0144 1.2244 -1.3620  C6 1.089
10 H 1.2978 -4.0029 0.6464  C5 1.103
11 H 2.5401 1.3658 -2.5709  O3 0.962
12 H 2.2419 -1.8248 -0.3117  C7 1.063
13 H -1.1937 2.1542 1.4934  C4 1.108
14 H 0.4848 -1.8481 0.0580  C7 1.117
15 H 1.3652 0.3961 -2.5043  O3 0.961
16 H -3.2859 0.5470 -0.1336  C8 1.159
17 H -1.2918 0.4328 1.0527  C4 1.111
18 H -3.2883 2.1686 0.5609  C8 1.094
19 H 1.2717 -3.3375 2.1967  C5 1.164
20 H -1.2065 2.8553 -0.7177  C6 1.125
21 H -3.6819 1.9930 -1.1229  C8 1.076
22 H 2.8273 -3.3220 1.2642  C5 1.084


Density functional theory data (ωB97M-V/def2-TZVPD) for an isolated ion of composition C2H5F2N3 and charge +2.

Summary:
Total energy   -12040.865 eV
Charge   +2
Structure (SMILES)   N/C(F)=[NH+]/C(=[NH2+])F
Kohn-Sham gap   12.0 eV
HOMO   -22.2416 eV
Multiplicity   1

Bonds (Å) are listed after each position.
Atoms and positions in Å:
1 F 1.5631 1.0892 0.2134  C6 1.316
2 F 0.1330 0.7439 1.7017  C7 1.218
3 N -1.7375 -0.5014 1.4853  C7 1.333, H9 1.000, H12 1.050
4 N -0.2058 -0.1079 -0.2665  C6 1.325, C7 1.373, H11 0.985
5 N 1.5599 0.0609 -1.7642  C6 1.259, H8 0.954, H10 1.040
6 C 0.9621 0.3492 -0.6943  F1 1.316, N4 1.325, N5 1.259
7 C -0.6414 0.0972 1.0189  F2 1.218, N3 1.333, N4 1.373
8 H 1.1750 -0.5444 -2.3928  N5 0.954
9 H -2.5413 -0.7779 0.9592  N3 1.000
10 H 2.4309 0.5961 -1.9548  N5 1.040
11 H -0.6902 -0.8102 -0.7584  N4 0.985
12 H -2.0077 -0.1946 2.4523  N3 1.050


Density functional theory data (ωB97M-V/def2-TZVPD) for a 7-piece molecular cluster, C38H85IO16S overall.

Summary:
Total energy   -92472.115 eV
Structure (SMILES)   COCCCC[C@@]1(CCCS)C(=O)O[C@@H](CCO)[C@@H]1I.COCCOC.COCCOC.COCCOC.COCCOC.COCCOC.COCCOC
Kohn-Sham gap   9.2 eV
HOMO   -8.9819 eV
Multiplicity   1

Bonds (Å) are listed after each position.
Atoms and positions in Å:
1 I -1.3949 -3.1805 -3.8966  C55 2.190
2 S 2.4671 -2.5577 -4.7172  C23 1.825, H120 1.339
3 O 5.2632 -6.6637 -8.0492  C28 1.419, C34 1.415
4 O 0.8894 3.2020 -2.2254  C21 1.413, C48 1.412
5 O -2.3521 -5.0122 5.2438  C35 1.414, C43 1.422
6 O -3.0534 3.9968 4.1576  C44 1.420, C45 1.417
7 O -3.3465 -2.2671 4.8901  C30 1.414, C33 1.424
8 O -1.3892 -3.0567 1.0501  C52 1.196
9 O 5.1786 -5.9264 -5.1984  C29 1.417, C39 1.419
10 O 0.3573 6.2080 4.5314  C20 1.418, C53 1.419
11 O 2.3737 -3.1099 5.0463  C24 1.414, C25 1.422
12 O -3.1070 -2.6969 -0.3140  C47 1.431, C52 1.354
13 O -1.5569 3.0338 1.8111  C26 1.420, C27 1.421
14 O -0.3909 4.2309 -5.8547  C36 1.419, C56 1.419
15 O 1.8995 -5.9179 5.8191  C40 1.413, C42 1.422
16 O -4.2342 -0.5650 -4.0321  C32 1.432, H94 0.962
17 O -0.8724 5.9860 -8.1680  C19 1.416, C22 1.417
18 O 1.4188 8.5203 6.0108  C37 1.418, C38 1.416
19 C 0.3795 5.6039 -8.7076  O17 1.416, H58 1.089, H96 1.093, H99 1.095
20 C -0.9610 6.6022 4.8723  O10 1.418, H59 1.093, H65 1.088, H66 1.095
21 C 1.3063 2.9037 -0.9084  O4 1.413, H60 1.090, H110 1.093, H114 1.097
22 C -1.6892 4.8878 -7.7988  O17 1.417, C56 1.512, H86 1.095, H123 1.095
23 C 2.1863 -3.0106 -2.9717  S2 1.825, C31 1.548, H90 1.088, H117 1.087
24 C 3.7335 -3.4186 4.8126  O11 1.414, H101 1.089, H128 1.093, H136 1.096
25 C 1.4731 -3.9974 4.3960  O11 1.422, C42 1.511, H102 1.095, H119 1.095
26 C -0.6537 4.1216 1.9384  O13 1.420, H64 1.095, H76 1.090, H77 1.090
27 C -1.7302 2.3069 3.0199  O13 1.421, C44 1.512, H67 1.095, H134 1.094
28 C 4.4082 -7.2511 -7.0811  O3 1.419, C39 1.512, H85 1.095, H92 1.095
29 C 5.7143 -4.6556 -5.5244  O9 1.417, H70 1.094, H106 1.089, H139 1.093
30 C -2.3678 -1.8248 5.8100  O7 1.414, H74 1.089, H81 1.096, H98 1.093
31 C 1.3716 -1.9785 -2.1557  C23 1.548, C49 1.544, H132 1.089, H140 1.089
32 C -4.5833 -0.3024 -2.6688  O16 1.432, C54 1.517, H103 1.095, H135 1.089
33 C -2.8132 -3.0844 3.8531  O7 1.424, C43 1.510, H73 1.092, H83 1.093
34 C 6.6206 -7.0336 -7.9020  O3 1.415, H78 1.096, H88 1.089, H105 1.093
35 C -3.1515 -5.1598 6.4008  O5 1.414, H61 1.096, H69 1.093, H115 1.089
36 C 0.3582 5.2670 -5.2394  O14 1.419, H133 1.088, H137 1.093, H138 1.095
37 C 2.0954 7.8471 4.9626  O18 1.418, C53 1.512, H79 1.095, H84 1.095
38 C 1.3447 7.7709 7.2096  O18 1.416, H63 1.093, H72 1.095, H121 1.089
39 C 4.0484 -6.2763 -5.9824  O9 1.419, C28 1.512, H57 1.094, H113 1.095
40 C 2.3469 -5.6215 7.1266  O15 1.413, H87 1.093, H91 1.096, H125 1.089
41 C -0.9934 -1.8810 -1.0579  C46 1.574, C49 1.540, C52 1.530, C55 1.546
42 C 0.9000 -5.0226 5.3469  O15 1.422, C25 1.511, H80 1.092, H127 1.094
43 C -3.0690 -4.5509 4.1063  O5 1.422, C33 1.510, H68 1.094, H129 1.094
44 C -3.0349 2.6520 3.7016  O6 1.420, C27 1.512, H62 1.094, H122 1.094
45 C -3.8143 4.8501 3.3202  O6 1.417, H95 1.088, H126 1.095, H141 1.093
46 C -0.6939 -0.4823 -0.4014  C41 1.574, C51 1.532, H93 1.091, H104 1.092
47 C -3.3306 -2.4142 -1.6989  O12 1.431, C54 1.545, C55 1.552, H109 1.087
48 C -0.4221 2.7562 -2.4970  O4 1.412, C50 1.550, H89 1.099, H97 1.090
49 C 0.3480 -2.6239 -1.1976  C31 1.544, C41 1.540, H71 1.093, H131 1.090
50 C -0.5774 1.2187 -2.3781  C48 1.550, C51 1.539, H82 1.090, H108 1.093
51 C -1.2443 0.7869 -1.0599  C46 1.532, C50 1.539, H100 1.089, H112 1.092
52 C -1.7933 -2.6329 0.0071  O8 1.196, O12 1.354, C41 1.530
53 C 1.1290 7.2538 3.9619  O10 1.419, C37 1.512, H75 1.094, H107 1.095
54 C -4.6247 -1.5877 -1.8648  C32 1.517, C47 1.545, H124 1.094, H130 1.089
55 C -1.9841 -1.8697 -2.2445  I1 2.190, C41 1.546, C47 1.552, H111 1.077
56 C -1.6689 4.6523 -6.3049  O14 1.419, C22 1.512, H116 1.095, H118 1.094
57 H 3.5858 -5.3813 -6.4092  C39 1.094
58 H 0.9797 6.5066 -8.8077  C19 1.089
59 H -0.9646 7.5135 5.4755  C20 1.093
60 H 2.0942 3.6024 -0.6289  C21 1.090
61 H -3.8281 -6.0157 6.3009  C35 1.096
62 H -3.8732 2.4665 3.0231  C44 1.094
63 H 0.9468 6.7683 7.0344  C38 1.093
64 H 0.3713 3.7522 2.0512  C26 1.095
65 H -1.4117 5.7926 5.4429  C20 1.088
66 H -1.5565 6.7645 3.9674  C20 1.095
67 H -1.7347 1.2408 2.7696  C27 1.095
68 H -4.1412 -4.7360 4.2247  C43 1.094
69 H -3.7377 -4.2595 6.6027  C35 1.093
70 H 5.0316 -3.8627 -5.2058  C29 1.094
71 H 0.7708 -2.6023 -0.1903  C49 1.093
72 H 2.3312 7.6900 7.6787  C38 1.095
73 H -3.2967 -2.7942 2.9180  C33 1.092
74 H -2.8884 -1.3470 6.6390  C30 1.089
75 H 0.4776 8.0372 3.5620  C53 1.094
76 H -0.7160 4.7068 1.0208  C26 1.090
77 H -0.8976 4.7631 2.7855  C26 1.090
78 H 6.7691 -8.0855 -8.1701  C34 1.096
79 H 2.7434 7.0621 5.3648  C37 1.095
80 H 0.1458 -5.6116 4.8214  C42 1.092
81 H -1.6980 -1.0917 5.3453  C30 1.096
82 H 0.4187 0.7931 -2.4953  C50 1.090
83 H -1.7405 -2.9077 3.7402  C33 1.093
84 H 2.7280 8.5806 4.4530  C37 1.095
85 H 3.4925 -7.5609 -7.5945  C28 1.095
86 H -2.7135 5.1186 -8.1078  C22 1.095
87 H 2.6451 -4.5742 7.2245  C40 1.093
88 H 7.2027 -6.4144 -8.5828  C34 1.089
89 H -1.1482 3.2364 -1.8262  C48 1.099
90 H 3.1987 -3.0867 -2.5797  C23 1.088
91 H 1.5671 -5.8424 7.8645  C40 1.096
92 H 4.8737 -8.1434 -6.6505  C28 1.095
93 H 0.3851 -0.3639 -0.2917  C46 1.091
94 H -3.5737 0.0771 -4.3081  O16 0.962
95 H -3.6325 5.8760 3.6338  C45 1.088
96 H 0.9017 4.8997 -8.0551  C19 1.093
97 H -0.6384 3.0680 -3.5193  C48 1.090
98 H -1.7710 -2.6552 6.1968  C30 1.093
99 H 0.2547 5.1532 -9.6980  C19 1.095
100 H -2.3141 0.6563 -1.2184  C51 1.089
101 H 4.3298 -2.7888 5.4714  C24 1.089
102 H 0.6545 -3.3953 3.9892  C25 1.095
103 H -5.5928 0.1224 -2.6574  C32 1.095
104 H -1.0885 -0.5003 0.6168  C46 1.092
105 H 6.9746 -6.8696 -6.8811  C34 1.093
106 H 6.6551 -4.5483 -4.9863  C29 1.089
107 H 1.6989 6.8290 3.1287  C53 1.095
108 H -1.1935 0.9041 -3.2247  C50 1.093
109 H -3.5286 -3.3656 -2.1857  C47 1.087
110 H 0.4806 3.0086 -0.1998  C21 1.093
111 H -2.0316 -0.9315 -2.7710  C55 1.077
112 H -1.1618 1.5820 -0.3163  C51 1.092
113 H 3.3183 -6.7477 -5.3165  C39 1.095
114 H 1.7174 1.8893 -0.8417  C21 1.097
115 H -2.4812 -5.3420 7.2401  C35 1.089
116 H -2.3841 3.8585 -6.0634  C56 1.095
117 H 1.7164 -3.9905 -2.9406  C23 1.087
118 H -1.9808 5.5602 -5.7792  C56 1.094
119 H 1.9694 -4.5005 3.5602  C25 1.095
120 H 1.4483 -1.7305 -4.9832  S2 1.339
121 H 0.6786 8.3039 7.8858  C38 1.089
122 H -3.1579 2.0042 4.5749  C44 1.094
123 H -1.3735 3.9803 -8.3230  C22 1.095
124 H -4.9679 -1.3348 -0.8571  C54 1.094
125 H 3.2086 -6.2559 7.3296  C40 1.089
126 H -4.8827 4.6340 3.4271  C45 1.095
127 H 0.4044 -4.5232 6.1847  C42 1.094
128 H 3.9520 -4.4674 5.0295  C24 1.093
129 H -2.7181 -5.1210 3.2412  C43 1.094
130 H -5.4008 -2.2148 -2.3023  C54 1.089
131 H 0.1976 -3.6803 -1.4187  C49 1.090
132 H 0.8599 -1.3221 -2.8586  C31 1.089
133 H 1.3687 4.8951 -5.0821  C36 1.088
134 H -0.8925 2.4926 3.6990  C27 1.094
135 H -3.9345 0.4518 -2.2258  C32 1.089
136 H 4.0101 -3.2016 3.7746  C24 1.096
137 H 0.3979 6.1615 -5.8655  C36 1.093
138 H -0.0736 5.5240 -4.2660  C36 1.095
139 H 5.9050 -4.5602 -6.5962  C29 1.093
140 H 2.0728 -1.3681 -1.5876  C31 1.089
141 H -3.5269 4.7441 2.2709  C45 1.093